1.
Formula: CHBrF2OS
Source: the OMol25 dataset
Level of theory: ωB97M-V/def2-TZVPD

The geometry in ORCA input format:
```
! RIJCOSX wB97M-V def2-TZVPD def2/J DEFGRID3
* xyz 0 1
Br -2.4157 2.5945 0.3426
S 0.7745 0.4814 -0.9901
F 1.0771 -0.7320 1.0469
F -0.9314 0.0294 0.9675
O 1.8872 -0.3073 -1.5313
C 0.0143 -0.5782 0.2738
H -0.4059 -1.4878 -0.1094
*
```

As for the electronic energy: -89410.38409 eV. Its gap between HOMO and LUMO (spin up / spin down) is 9.18 / 5.86 eV. The LUMO energy (spin up / spin down) comes out at -1.49 / -3.72 eV. For the HOMO energy (spin up / spin down), the calculation gives -10.7 / -9.6 eV.


2.
Formula: C9H19CuO5P2
Source: the OMol25 dataset
Level of theory: ωB97M-V/def2-TZVPD

The geometry in ORCA input format:
```
! RIJCOSX wB97M-V def2-TZVPD def2/J DEFGRID3
* xyz -2 1
Cu -1.1714 -1.1782 0.9620
P 1.6576 -1.0584 -0.3370
P -1.0097 1.3343 -0.2291
O -1.1330 -2.8543 -0.1443
O -3.0868 -1.0319 -0.1345
O -2.2492 -4.1137 -1.6111
O -4.0589 -1.9826 -1.9160
O -0.5608 -0.4113 2.6313
C -0.9237 0.7328 -1.9665
C 1.8585 0.7793 -0.4641
C -1.2801 0.6090 3.1984
C 0.7854 1.6006 0.2551
C -3.2123 -1.9372 -1.0128
C 2.2042 -1.2961 1.4017
C -2.1027 -3.0865 -0.9437
C 3.2645 -1.4735 -1.1661
C -1.3938 3.1044 -0.6446
H 1.8575 1.0107 -1.5355
H 2.8523 1.0501 -0.0808
H -1.9503 0.7086 -2.3382
H -0.7863 1.0090 4.1089
H 4.1047 -0.9094 -0.7430
H -2.4160 3.1672 -1.0224
H 2.3545 -2.3641 1.5755
H -1.4286 1.4803 2.5227
H -0.7074 3.5133 -1.3962
H -1.3315 3.7083 0.2634
H -0.3068 1.3659 -2.6148
H -0.5637 -0.2965 -1.9891
H 1.4109 -0.9533 2.0759
H 0.8075 1.3596 1.3228
H 3.4598 -2.5415 -1.0499
H -2.3012 0.3122 3.5074
H 3.1403 -0.7595 1.6024
H 3.1956 -1.2642 -2.2358
H 1.0207 2.6663 0.1481
*
```

As for the electronic energy: -83096.77080 eV. Its gap between HOMO and LUMO is 5.59 eV. The LUMO energy comes out at 5.30 eV. For the HOMO energy, the calculation gives -0.3 eV.


3.
Formula: C43H80Cl4N10O6
Source: the OMol25 dataset
Level of theory: ωB97M-V/def2-TZVPD

The geometry in ORCA input format:
```
! RIJCOSX wB97M-V def2-TZVPD def2/J DEFGRID3
* xyz 6 1
Cl 3.0910 1.5839 1.8841
Cl -4.9734 -0.5941 1.9899
Cl -4.3163 1.7221 -2.3630
Cl -0.7014 -1.1501 -3.9721
O 8.5827 2.2792 -0.3904
O -0.6594 2.5415 -1.2737
O -0.0917 3.7226 -6.3642
O -5.9348 -2.8953 -4.0891
O -1.5697 -4.2574 0.6353
O -1.2771 2.4931 1.9218
N -6.2579 0.8033 5.3513
N 0.6156 0.5371 5.5013
N -2.5827 4.3178 1.5948
N -2.2034 -6.4085 0.1983
N 4.1913 -1.3850 -3.6615
N -0.4300 1.4678 -6.1896
N -1.5199 0.4991 -1.4049
N 6.2094 2.2270 0.6702
N -5.6472 -0.6492 -4.1565
N 2.2194 -3.2018 2.7444
C 5.1268 -1.3667 -2.6842
C -1.4224 0.6536 4.3578
C -4.7538 -0.7611 -5.3723
C 2.9354 -1.8398 -3.4413
C -0.0501 0.6197 4.3386
C 0.9560 1.3228 -6.6765
C 0.0889 0.6381 6.7333
C 2.5670 -2.1561 -2.1661
C 1.4989 -3.6182 1.6992
C -4.3219 -0.0840 6.3679
C -1.2231 3.6584 1.6639
C -4.1974 1.7505 4.7507
C -1.7895 2.9159 -4.7170
C 3.0691 -2.5548 0.2318
C -3.5754 3.5700 0.6241
C 6.3020 2.2677 -0.8516
C 4.6018 -0.8657 -5.0507
C -5.5655 1.7052 4.6175
C -5.6306 -1.9519 -3.4391
C -5.6975 -0.0635 6.2395
C 5.1318 2.9664 -1.4888
C -3.5561 0.7862 5.5390
C -0.7395 2.9478 -5.7870
C 3.6923 -2.0287 1.3582
C 1.9390 -3.3433 0.4312
C 9.8600 2.9566 -0.4712
C 2.1737 0.4423 5.3167
C 1.7408 -3.6095 4.1180
C -2.4218 -4.7749 -1.6177
C -5.3236 -1.7794 -1.9366
C 4.8615 -1.7988 -1.4218
C -0.1382 4.6263 1.4525
C -0.8675 -7.2080 -0.1126
C -1.8594 -0.2252 -0.1425
C 7.6393 2.9047 -1.1954
C 3.5266 -2.1572 -1.1908
C -7.7795 0.7718 5.1284
C -1.2945 0.7885 6.8230
C -2.0247 -4.9749 -0.2113
C -2.0544 0.7193 5.6131
C 3.2674 -2.4247 2.6066
C -0.3610 1.3833 -1.2160
C 0.9533 0.7183 -1.0255
H -2.4042 1.0707 -1.7881
H -2.5874 5.3010 1.3785
H 2.1279 -2.8879 4.8319
H -6.1198 -1.1845 -1.4636
H -4.4401 -1.1808 -1.6782
H 0.6532 -3.5136 4.0632
H -2.2870 -6.4270 1.2088
H 1.5164 -2.3756 -2.0472
H -0.8695 -8.2319 0.2651
H -8.0257 0.1388 4.2847
H 5.0947 -1.6620 -5.5941
H -4.5303 4.0877 0.6976
H 0.5118 0.7751 3.4052
H -0.7040 -7.2539 -1.1782
H -5.2820 0.1420 -3.4887
H -0.1507 5.3567 2.2834
H -2.0135 0.6607 3.4552
H -2.9401 -0.2665 -0.0130
H -1.3505 -0.1707 -2.2562
H 1.3967 -3.7861 -0.3865
H 1.0840 2.0722 -7.4653
H 2.3887 -0.4692 4.7355
H -2.8032 2.8179 -5.1268
H -0.3070 5.1936 0.5299
H 9.7513 3.9729 -0.0888
H -8.2891 0.4168 6.0174
H -0.1037 -6.6247 0.3825
H -6.3890 -0.6983 6.7872
H 1.0393 0.0005 -1.8638
H -2.0725 -3.8219 -2.0128
H 0.6418 -4.2060 1.9903
H 10.2180 3.0253 -1.5082
H -1.6896 2.0746 -4.0230
H 5.2648 3.0485 -2.5670
H 7.1018 1.8423 1.0135
H -8.0868 1.7919 4.8896
H 4.5301 -1.3535 1.2443
H -3.1225 4.2739 2.4457
H 5.5754 -1.8463 -0.6107
H 1.7099 1.5002 -1.1562
H 5.3627 1.6733 0.9908
H 2.2608 -1.9479 -4.2835
H -1.6912 0.7931 7.8283
H -5.3799 -2.7280 -1.4464
H 3.6804 -0.5659 -5.5498
H -3.7463 -0.8780 -4.9615
H 2.6401 0.4399 6.2920
H -3.1527 3.6143 -0.3728
H 0.8010 4.0879 1.3933
H -3.5995 2.5497 1.0195
H 5.0354 3.9700 -1.0933
H 1.1287 0.3341 -7.0926
H -1.1702 1.1713 -6.8221
H -6.0722 2.4113 3.9598
H 0.6932 0.5019 7.6522
H 2.0127 -4.6356 4.3466
H 5.2163 0.0143 -4.8721
H -1.4215 0.3945 0.6566
H -3.9099 -0.8405 7.0444
H 10.5739 2.4063 0.1272
H -3.0705 -6.8165 -0.1351
H -1.8494 3.8579 -4.1740
H 7.5491 3.9824 -0.8861
H -1.4422 -1.2266 -0.0562
H 1.0770 0.2727 -0.0324
H -3.5155 -4.7772 -1.6458
H 7.9455 2.9080 -2.2534
H -0.6463 0.8531 -5.3870
H 3.8459 -2.2360 3.5084
H 1.6416 1.5727 -5.8614
H 6.1164 3.1470 1.0854
H -4.8262 0.1521 -5.9764
H 6.3677 1.2120 -1.1308
H -3.6236 2.4387 4.1381
H 6.0859 -0.9857 -3.0060
H -5.0378 -1.6397 -5.9320
H -6.6028 -0.3889 -4.3757
H 4.1882 2.4688 -1.2409
H 2.5376 1.2894 4.7476
H -2.0686 -5.6332 -2.2171
*
```

As for the electronic energy: -123103.44382 eV. Its gap between HOMO and LUMO is 4.58 eV. The LUMO energy comes out at -13.88 eV. For the HOMO energy, the calculation gives -18.5 eV.


4.
Formula: C3H9NO
Source: the OMol25 dataset
Level of theory: ωB97M-V/def2-TZVPD

The geometry in ORCA input format:
```
! RIJCOSX wB97M-V def2-TZVPD def2/J DEFGRID3
* xyz 0 1
O 2.0203 0.7562 1.6752
N 0.2741 -0.9989 2.0862
C -0.3981 -0.0743 -3.2322
C -1.5514 0.2556 -2.5314
C 0.7372 0.3864 2.3311
H 0.2020 -1.4613 2.9624
H -0.5875 -0.6842 -4.1702
H -1.6638 1.0203 -1.7942
H 2.1852 0.0345 1.1126
H -2.3148 -0.4564 -2.5246
H 0.0100 1.2170 2.3922
H 1.0046 0.4784 3.3676
H 0.6210 0.5312 -3.1720
H -0.5388 -1.0045 1.4972
*
```

Its structure (SMILES) is C=C.NCO. As for the electronic energy: -6792.02945 eV. Its gap between HOMO and LUMO is 10.74 eV. The LUMO energy comes out at 0.86 eV. For the HOMO energy, the calculation gives -9.9 eV.


5.
Formula: C24H32IN3Zr
Source: the OMol25 dataset
Level of theory: ωB97M-V/def2-TZVPD

The geometry in ORCA input format:
```
! RIJCOSX wB97M-V def2-TZVPD def2/J DEFGRID3
* xyz 2 1
I -2.0360 -0.4549 4.0444
Zr -1.3058 0.0096 -0.5768
N 0.7805 0.4115 0.1324
N -1.9398 -2.0280 0.1978
N -0.0541 -1.5233 -1.6607
C 3.2060 0.3021 0.0215
C 0.2145 -3.8272 -2.2585
C -0.3685 -2.8401 -1.4564
C -0.3607 2.2303 -0.8904
C 1.4972 -2.1199 -3.3746
C -2.0826 -4.4980 1.4759
C -2.0041 0.0280 -2.6384
C 0.6725 3.9708 1.0621
C 1.9761 -0.1965 0.7687
C 0.6613 1.8008 0.0190
C 1.9312 -1.7119 0.6761
C -1.3434 -4.3582 0.3052
C 1.1434 -3.4647 -3.2320
C -2.8130 -2.2224 1.2183
C -1.1894 0.4776 2.2770
C -0.4523 4.3152 0.2973
C 2.0576 0.1039 2.2637
C -2.8386 -3.4164 1.9315
C -0.9446 3.5051 -0.7156
C 1.3096 2.7537 0.8187
C 0.8946 -1.1608 -2.5689
C -2.0654 3.9614 -1.5970
C -1.2558 -3.1075 -0.3190
C 1.1630 4.9084 2.1262
H 2.8413 -2.1109 1.1497
H 4.0981 -0.1728 0.4502
H 1.4480 5.8827 1.7057
H -3.4542 -1.3750 1.4667
H -0.1127 -4.8550 -2.1083
H -2.0276 3.4813 -2.5819
H 1.5713 -4.2213 -3.8863
H -3.0500 3.7429 -1.1594
H -0.9268 5.2838 0.4820
H 1.8660 1.1460 2.5168
H 1.9120 -2.0642 -0.3556
H 1.3457 -0.5093 2.8275
H -0.4789 1.6663 -1.8523
H 1.1036 -0.0892 -2.6531
H -2.3928 -0.9782 -2.8516
H 3.3205 1.3858 0.0892
H 3.0717 -0.1494 2.6030
H 3.1359 0.0239 -1.0366
H -3.4192 -3.4684 2.8485
H -0.4408 1.1903 2.6189
H -2.8768 0.7093 -2.6594
H -2.0098 1.0065 1.7607
H 0.3773 5.1018 2.8703
H 2.0315 4.4963 2.6502
H -2.0766 -5.4401 2.0187
H 2.2231 -1.7866 -4.1170
H -0.7030 -0.3163 1.6755
H -0.7828 -5.1835 -0.1317
H 2.2521 2.5239 1.3166
H 1.0702 -2.1319 1.2098
H -2.0149 5.0482 -1.7466
H -1.3546 0.3145 -3.4676
*
```

As for the electronic energy: -39243.96268 eV. Its gap between HOMO and LUMO is 5.94 eV. The LUMO energy comes out at -7.54 eV. For the HOMO energy, the calculation gives -13.5 eV.


6.
Formula: C24H36F4N5O4PSSi2
Source: the OMol25 dataset
Level of theory: ωB97M-V/def2-TZVPD

The geometry in ORCA input format:
```
! RIJCOSX wB97M-V def2-TZVPD def2/J DEFGRID3
* xyz 0 1
S 3.2438 -1.5915 -1.4685
P 3.1375 0.1853 -2.3143
Si 0.9415 0.6997 -2.4899
Si 0.0237 0.2012 0.2700
F -1.8014 -0.0433 -3.7852
F -3.6487 -0.4098 3.8863
F -0.2823 -2.1259 -3.5686
F 3.6723 -3.7076 0.5772
O -0.9586 1.2061 -5.3896
O -4.1818 3.0505 0.0868
O 0.1332 -0.1536 -1.3700
O 1.5759 -1.9501 -4.7192
N 0.8942 4.8563 -2.4430
N 0.5073 -0.0091 -4.0949
N 2.6859 3.4415 -3.2425
N 0.3680 -2.4737 0.9920
N 2.0254 3.3620 -0.9554
C 6.0537 -6.3760 1.0481
C -5.7228 1.4517 6.1808
C -3.7566 1.7556 0.4578
C 0.6780 -1.4259 -4.1740
C 3.9060 -5.7267 -0.5935
C 4.5822 -6.9243 -0.7708
C 2.6953 0.8777 1.5245
C -0.7817 0.4354 -4.5188
C -2.4663 1.3388 -0.2516
C 4.3244 -4.8723 0.4060
C -3.8570 2.8082 5.5071
C -4.8456 3.1042 -1.1658
C 1.5538 3.5250 -2.3151
C -5.2663 0.4126 5.3834
C -5.0224 2.6487 6.2433
C -1.1846 1.5950 0.5773
C 5.6537 -7.2518 0.0487
C -4.1026 0.5938 4.6650
C 0.2611 -3.2854 -0.2245
C 0.4745 2.5069 -2.6483
C 1.6392 0.5512 1.0629
C 5.3890 -5.1723 1.2310
C -0.6036 -1.3675 1.0794
C -3.3877 1.7721 4.7142
H -5.8845 3.3753 -0.9946
H 3.6877 1.0929 1.8509
H -5.8003 -0.5255 5.3151
H -1.4388 1.5790 1.6342
H -0.8053 -1.1486 2.1295
H 0.2235 -4.3418 0.0406
H -3.6250 1.7445 1.5350
H 2.9374 3.7939 -0.8520
H -4.3846 3.8707 -1.7838
H -4.5271 1.0175 0.2227
H 6.1761 -8.1881 -0.0922
H -0.6474 -3.0643 -0.7768
H -2.4775 1.8714 4.1372
H -1.5447 -1.6896 0.6426
H 6.8864 -6.6297 1.6898
H 0.7687 5.0422 -3.4302
H 0.2058 2.6938 -3.6900
H -3.3115 3.7409 5.5484
H 1.4136 3.9040 -0.3553
H -2.5379 0.2625 -0.4235
H -2.4042 1.7914 -1.2360
H 3.8227 1.1790 -1.5970
H 3.0667 -5.4513 -1.2181
H -0.7583 2.5712 0.3569
H 2.4844 2.8615 -4.0444
H -5.3851 3.4568 6.8635
H -0.4185 2.7472 -2.0777
H 1.1098 -3.1498 -0.8911
H 1.3122 -2.1164 1.0528
H 3.6720 0.1231 -3.6124
H 4.2710 -7.6031 -1.5529
H -6.6301 1.3248 6.7552
H 5.6869 -4.4722 1.9996
H 1.5611 5.5371 -2.1003
H 3.5322 3.1304 -2.7897
H -4.7869 2.1563 -1.6942
*
```

As for the electronic energy: -87863.53439 eV. Its gap between HOMO and LUMO is 8.12 eV. The LUMO energy comes out at 0.25 eV. For the HOMO energy, the calculation gives -7.9 eV.


Which of these has the highest electronic energy? C3H9NO